1.
ORCA calculation (wB97M-V/def2-TZVPD) on a 2-piece molecular cluster, C11H18 overall at a distorted geometry.

Atoms and positions in Å:
1 H -0.1802 0.5359 2.7237
2 C 0.5540 0.2018 -2.6928
3 C -2.3858 1.0530 0.8124
4 H -2.4104 -2.3070 1.4232
5 H 3.2444 2.4688 -0.4907
6 H 0.7169 -1.6215 -3.7359
7 H -3.4255 -1.0192 2.1451
8 C 1.9719 -1.5907 -1.9246
9 H -0.2571 0.5591 -3.3208
10 H 0.7408 2.0238 -1.6286
11 H -3.4959 -1.3725 0.4238
12 H 2.2454 -2.6338 -2.0748
13 C 2.9127 1.5494 -0.0324
14 C 1.0978 -1.0376 -2.9236
15 H 3.7484 1.1073 0.5152
16 C -1.6738 -0.2548 1.2664
17 H 3.1243 -1.1796 -0.2059
18 H -0.6571 -1.3248 2.6991
19 H -1.9039 1.2531 -0.1461
20 C 1.1521 1.0140 -1.7063
21 H 2.1660 2.0268 0.6286
22 C 2.2165 0.6457 -0.9340
23 H -0.9260 -0.5762 0.5136
24 H -1.5949 -0.1518 3.5203
25 C 2.4306 -0.7645 -0.9343
26 H -2.1936 1.9636 1.3957
27 H -3.4634 0.9621 0.7774
28 C -0.9379 -0.2409 2.6239
29 C -2.8162 -1.2894 1.2821

Output
SMILES string	Cc1ccccc1.CC(C)C
Kohn-Sham gap	9.8	eV
ΔE to the lowest compared entry with this formula, charge and spin	1.277	eV
energy	-429.8937	hartree

2.
ORCA calculation (wB97M-V/def2-TZVPD) on C24H38N9O3ReSSi as an isolated structure.

Atoms and positions in Å:
1 H -5.1622 -3.7777 3.1982
2 H -3.9115 0.4209 4.6145
3 H -0.2853 2.1141 -2.8789
4 H 1.1329 -1.1117 -5.4383
5 H -6.1249 -4.1173 4.5886
6 H -1.7373 -1.3048 3.3634
7 H 0.5673 -2.4626 -4.4547
8 H -0.5780 -1.4564 -5.3422
9 H -5.0695 -1.3344 6.4324
10 C 2.6789 -4.1617 3.0943
11 C 0.0143 1.4982 -3.7281
12 H -3.7547 0.3566 2.1643
13 H -2.8467 0.0322 0.1108
14 H 4.0247 -0.5255 2.5954
15 H 2.1048 -6.3089 -0.7811
16 H -0.2406 0.1792 1.3439
17 H 0.9873 1.8562 -4.0729
18 H 2.1412 2.4943 0.2125
19 H -4.2619 -1.7336 2.9902
20 H -2.0326 -0.0301 -1.9236
21 H 0.7818 -2.2546 1.8226
22 O -3.3857 -2.3447 1.4116
23 H -0.6993 1.6639 -4.5381
24 C 2.3212 -4.5278 1.7050
25 H -2.1218 -1.0404 -3.3410
26 H 2.1145 -1.7173 0.9716
27 N 2.5336 -5.6642 1.1293
28 C 3.6902 0.4998 2.4868
29 C -2.3925 -1.8631 0.9137
30 N 1.6904 -3.6821 0.7977
31 N 1.2836 -2.3380 0.9392
32 H 1.8314 -3.7228 3.6236
33 C -2.6648 0.3210 2.2082
34 N -4.2969 -1.5549 3.9916
35 C 3.2638 -0.0603 -3.2822
36 H -0.7863 0.8717 0.0016
37 C 2.6304 2.2096 1.1368
38 O -1.4485 -2.5675 0.3426
39 C 3.5643 2.7666 3.2862
40 C -2.2160 -0.3345 3.5336
41 C 3.9541 1.4476 3.4692
42 Si 0.1094 -0.2983 -3.3182
43 H 6.3540 0.7570 -2.2010
44 C -4.9535 -2.4452 4.7254
45 C 2.9079 3.1473 2.1219
46 O 2.7135 -0.0737 0.3649
47 H 3.7840 3.5038 4.0459
48 C -2.2007 -0.3406 0.9081
49 N 1.2823 -0.5135 -1.9622
50 C 1.5322 -4.3348 -0.3747
51 N -5.4274 -3.5457 4.1418
52 H 3.5114 -3.4564 3.1110
53 C 3.3640 0.0166 -0.8350
54 C 4.6911 0.3656 -0.9119
55 H -3.0230 -0.8339 5.4827
56 N -5.1319 -2.2559 6.0334
57 Re 0.0382 -1.6764 -0.7172
58 C -1.5176 -0.8315 -2.4496
59 C 2.5807 -0.2260 -2.0290
60 C 4.5821 0.2742 -3.3416
61 C -3.3860 -0.5310 4.5002
62 H 2.6193 4.1793 1.9755
63 C 0.3458 -1.4379 -4.7579
64 N 2.0490 -5.5291 -0.1399
65 H 2.7167 -0.2353 -4.1977
66 H 2.9836 -5.0634 3.6197
67 H 5.2446 0.5669 -0.0041
68 H 5.0748 0.3754 -4.2986
69 C 5.3077 0.4871 -2.1524
70 H 4.4814 1.1568 4.3675
71 N -0.7937 -0.0110 0.5091
72 H -5.5702 -2.9660 6.5971
73 H -2.3514 1.3671 2.1825
74 H -1.7148 -1.8066 -1.9463
75 H -1.4872 0.2993 4.0401
76 C 3.0289 0.9016 1.3433
77 S 0.8691 -3.6335 -1.7856

Output
Kohn-Sham gap (spin up / spin down)	8.4 / 6.1	eV
ΔE to the lowest compared entry with this formula, charge and spin	0.379	eV
multiplicity	4
charge	+3
energy	-2421.0432	hartree

3.
ORCA calculation (wB97M-V/def2-TZVPD) on C4H4F2 in the gas phase at a distorted geometry.

Atoms and positions in Å:
1 H -0.0128 1.2514 1.4644
2 H 1.2812 -1.2876 0.0642
3 C 1.1491 -0.2133 0.0649
4 C -1.1059 -0.1988 0.0012
5 F 2.3376 0.4283 0.0209
6 F -2.3160 0.4186 0.0562
7 C -0.0489 0.4707 -0.7929
8 H -0.0235 1.2219 -1.5454
9 C 0.0135 0.4868 0.7171
10 H -1.2467 -1.2763 0.0135

Output
SMILES string	F[C@H]1[C@@H]2[C@@H](F)[C@H]12
Kohn-Sham gap	11.4	eV
ΔE to the lowest compared entry with this formula, charge and spin	1.453	eV
energy	-354.4472	hartree

4.
ORCA calculation (wB97M-V/def2-TZVPD) on C44H40GeIN6O6S2V as an isolated structure at a distorted geometry.

Atoms and positions in Å:
1 C -5.1702 -2.5482 0.8100
2 C -0.8013 2.6795 -5.9955
3 O -1.2332 -2.4953 -0.2843
4 C -3.9414 -1.9390 1.0673
5 N 1.6591 1.1474 -0.0157
6 H -3.8647 5.2351 4.4820
7 C 1.4307 -1.6375 -1.2152
8 H 5.7865 -3.7672 -7.2078
9 C 6.6201 -4.9193 -5.6486
10 H -2.3087 3.3734 -7.1227
11 N -1.8148 -2.7316 -1.4067
12 H 1.5516 1.5020 -5.2321
13 C 2.4370 0.8693 1.0143
14 H -1.2557 1.2921 0.3937
15 O -1.6757 -1.9072 -2.3325
16 C -0.7057 -2.2683 6.2303
17 H -2.5003 2.2168 -3.8566
18 O 0.6325 -2.1024 1.7892
19 C -3.1195 3.2748 4.9569
20 H 0.1924 6.5501 -1.1031
21 I 0.5934 3.5145 3.9273
22 O -2.5277 -3.7645 -1.5257
23 C -6.2723 -0.9112 2.1897
24 C -3.1928 2.7889 2.2220
25 C 0.4374 4.6468 2.1459
26 Ge -2.1259 0.0440 2.3027
27 H 1.6850 7.4208 0.7064
28 C -5.0470 -0.2914 2.4317
29 C 2.0478 -2.5069 -1.8095
30 C -3.5560 4.2718 4.0928
31 C -2.7191 1.7825 3.0690
32 C 3.0847 -4.7225 -4.6274
33 C -6.3361 -2.0370 1.3735
34 C 1.0952 6.5200 0.8509
35 H -5.0137 0.5956 3.0586
36 C 1.1957 5.8149 2.0373
37 H 6.5117 -5.2772 -7.7593
38 H 2.1583 -1.5867 3.4551
39 H 7.5619 -3.8968 -7.2861
40 H 0.9554 -0.8956 6.2416
41 H 1.8417 6.1372 2.8410
42 C -2.6908 2.0531 4.4422
43 H -2.8406 2.4746 -5.8012
44 H -2.3197 1.2871 5.1195
45 H 3.5512 2.6251 0.7621
46 C 2.7375 -0.7996 2.9793
47 C -1.4987 1.8214 -3.7533
48 C 0.9818 0.7699 -3.3216
49 C -0.3445 -0.5677 4.5586
50 H 3.7373 -1.1861 2.7503
51 C 2.3272 -3.8763 -3.8270
52 H 1.9409 0.3249 -3.1085
53 C -1.4954 -0.9622 3.8661
54 C 3.6054 1.7190 1.3627
55 C 0.2654 6.0506 -0.1454
56 N 1.0597 -0.9452 1.2011
57 C -0.4608 4.8929 0.0950
58 C -1.1862 1.1573 -2.5982
59 H 4.5476 1.2051 1.1313
60 H 2.8471 0.0384 3.6748
61 C -0.5161 1.9968 -4.7852
62 N -2.1352 3.0919 -6.1766
63 C -1.8505 -2.6757 5.5538
64 O 7.3440 -4.5155 -4.8125
65 H -0.0135 -2.4343 1.1421
66 H -7.2919 -2.5109 1.1745
67 C -2.2387 -2.0298 4.3779
68 H -3.9366 4.7969 2.0419
69 H 5.7225 -5.2229 -2.5537
70 H -3.2460 2.6061 1.1507
71 C -3.8625 -0.7938 1.8767
72 C 0.0534 -1.2151 5.7247
73 S 5.3182 -6.1752 -5.2892
74 N -0.3811 4.2073 1.2369
75 H 2.7317 -5.0092 -5.6118
76 H -2.4483 -3.4939 5.9430
77 C 4.7690 -4.8479 -2.9025
78 C -1.0099 0.2877 0.7744
79 C 4.0126 -3.9891 -2.1137
80 H -3.1324 -2.3602 3.8543
81 H 1.3734 -3.4949 -4.1736
82 C 2.7927 -3.4711 -2.5686
83 H 3.6162 1.9839 2.4252
84 C 4.3151 -5.1995 -4.1727
85 H 0.2476 0.2617 4.1773
86 H -0.4092 -2.7619 7.1494
87 H -1.1375 4.4950 -0.6553
88 C 0.7624 1.4215 -4.4965
89 N 0.0332 0.6204 -2.3428
90 C -3.5940 4.0248 2.7211
91 H -5.2027 -3.4204 0.1654
92 H -7.1768 -0.5166 2.6405
93 H -3.0962 3.4522 6.0281
94 O 1.8179 2.2142 -0.7378
95 C 6.6382 -4.4380 -7.0738
96 H 4.3689 -3.6970 -1.1344
97 H -1.9419 1.0097 -1.8393
98 C 2.0553 -0.3446 1.7303
99 V 0.2885 -0.1296 -0.5168
100 S 0.3349 3.0801 -7.2106
101 H -3.0351 -2.3571 0.6309

Output
Kohn-Sham gap (spin up / spin down)	4.0 / 6.2	eV
multiplicity	3
charge	-2
energy	-6595.4192	hartree

5.
ORCA calculation (wB97M-V/def2-TZVPD) on C39H33AsBBrHfN4O7S as an isolated structure at a distorted geometry.

Atoms and positions in Å:
1 Br -6.1866 -5.6031 2.4881
2 H 2.0830 -0.6844 0.7576
3 H -4.9898 -0.9611 -2.3664
4 H 3.4666 5.7026 2.0273
5 C -1.3360 -2.1991 -4.1606
6 H 2.8638 0.7531 -3.4152
7 H 2.2200 -0.7176 -2.6801
8 H 5.7016 -0.0571 0.7976
9 C -1.2584 -0.4047 -5.7940
10 H -4.5388 -0.9946 1.4861
11 C -2.9260 -2.3889 1.6211
12 H -0.4997 -1.9930 5.9329
13 H -6.2901 -2.7114 1.9253
14 O -2.2157 -0.1325 1.3971
15 C -1.5309 -1.7262 -5.4589
16 O -0.6151 -1.4864 -1.9050
17 H -1.9082 -2.4016 -6.2163
18 As 2.5051 1.1582 -0.9515
19 C -3.3438 -0.1687 -1.2732
20 C 3.0071 -0.1826 0.4679
21 C -2.0568 0.8451 4.9354
22 C 4.2418 2.1172 -0.9237
23 C -4.4255 -0.0747 -2.1098
24 N -0.8423 2.8749 -0.4920
25 C 4.5995 -3.3034 -0.9550
26 H 3.3491 0.4138 1.3153
27 H -5.6114 1.3044 -3.3060
28 C 3.6526 -2.3776 -0.5495
29 S -1.6460 2.4236 2.7173
30 H -1.4292 -0.0691 -6.8092
31 H -2.3352 -0.4152 6.6303
32 C -5.2434 -2.9812 1.9068
33 H 4.2482 2.8164 -1.7607
34 C -4.8563 -4.2921 2.1319
35 C 1.9904 2.6887 2.3711
36 H 1.9161 5.6702 0.0425
37 C 6.3443 -1.8934 -0.1090
38 O -0.1281 0.6701 -2.4714
39 C -1.7709 -0.2374 5.7241
40 H 1.9654 1.8015 2.9905
41 H 3.4642 3.6983 3.5434
42 H -1.5122 -3.9698 1.7901
43 O 0.4255 4.5068 -1.5571
44 C -0.0775 -0.8731 4.1858
45 C -0.5849 0.0240 -3.5708
46 H -0.5747 1.5352 -5.0929
47 H -4.1866 3.2676 -2.6727
48 C -2.0054 3.2275 -1.1798
49 C 5.9516 -3.0640 -0.7413
50 H 3.9416 -0.3240 -2.4939
51 N -0.3638 0.2034 3.4289
52 H 4.2873 -4.2175 -1.4448
53 C -4.7630 1.1914 -2.6425
54 C 0.2111 3.7535 -0.6249
55 C -3.9875 2.2708 -2.3055
56 C -3.5245 -4.6726 2.1038
57 H -3.0628 -1.1282 -0.8553
58 N 1.1713 2.6717 1.3208
59 H -1.5566 -3.2220 -3.8848
60 C -0.7747 0.5003 -4.8496
61 H 6.6911 -3.7880 -1.0595
62 C -2.8787 2.0943 -1.4661
63 C -2.5622 -3.7120 1.8405
64 H 5.0756 1.4232 -1.0255
65 B -0.2027 -0.2433 -1.3684
66 C 1.1527 3.7488 0.5277
67 H 2.5964 -2.5659 -0.7115
68 C -1.3482 1.1089 3.7429
69 O 0.3828 0.3940 2.3397
70 C -1.8682 -1.3642 1.3639
71 Hf -0.5461 0.9364 0.5370
72 C 2.8211 4.8560 1.8312
73 C -0.8675 -1.2968 -3.2325
74 O -0.7000 -1.7010 1.1322
75 C 2.8270 3.7440 2.6714
76 C -4.2683 -2.0284 1.6586
77 N -2.5669 0.8754 -0.9347
78 H -2.8474 1.5352 5.1897
79 O -2.3167 4.3743 -1.5016
80 C 1.9753 4.8505 0.7442
81 C 2.9370 0.0926 -2.5503
82 C 5.3929 -0.9673 0.2956
83 H 0.7026 -1.5010 3.7828
84 C -0.7539 -1.1238 5.3453
85 H -3.2479 -5.7019 2.2854
86 C 4.0337 -1.1871 0.0734
87 H 4.3420 2.6891 0.0004
88 H 7.3954 -1.7041 0.0725

Output
Kohn-Sham gap (spin up / spin down)	3.9 / 7.5	eV
ΔE to the lowest compared entry with this formula, charge and spin	1.466	eV
multiplicity	2
charge	-1
energy	-7532.7894	hartree

6.
ORCA calculation (wB97M-V/def2-TZVPD) on C15H17NO2 in the gas phase at a distorted geometry.

Atoms and positions in Å:
1 C -4.4577 1.2345 -0.9027
2 C 3.6686 0.3817 2.3714
3 H 2.4115 1.1698 -0.3088
4 O 1.9496 -2.4792 -1.9106
5 H 2.6135 -0.1652 -1.4816
6 C 0.6131 0.3923 -1.1040
7 H -1.0641 0.0585 1.8429
8 H 2.7397 -2.6189 1.1475
9 H -5.5618 1.4286 -1.0123
10 N 2.5623 -2.0265 0.3166
11 O 1.8928 -3.9964 -0.3127
12 C -3.8103 0.0101 -0.9013
13 H 0.2344 2.0054 0.2094
14 C -3.7524 2.5012 -0.7193
15 H 0.5195 0.8559 2.1564
16 H -4.2592 3.4431 -0.7068
17 C 0.7227 -1.0140 1.3419
18 C 2.0174 -0.8230 0.5932
19 H -4.3301 -0.9627 -1.1219
20 C 2.9518 -0.2522 1.6072
21 H 2.4749 -1.6728 -2.0809
22 H 0.1229 -0.5883 -1.3217
23 C -2.4660 2.4313 -0.4889
24 H -1.7180 3.2154 -0.3399
25 C -2.4446 0.0075 -0.5928
26 C 2.0208 0.1539 -0.6078
27 C 2.2318 -2.8776 -0.6771
28 C -1.7562 1.1617 -0.3526
29 H 0.1185 -1.7837 0.7921
30 C -0.0886 0.2466 1.3939
31 H 4.3188 0.6772 3.1986
32 H 0.9368 -1.3161 2.3895
33 H -1.7743 -0.8190 -0.5684
34 H 0.6468 0.9809 -1.9291
35 C -0.2848 1.0401 0.0807

Output
SMILES string	C#C[C@]1(NC(=O)O)CC[C@@H](c2ccccc2)CC1
Kohn-Sham gap	9.6	eV
ΔE to the lowest compared entry with this formula, charge and spin	4.584	eV
energy	-786.8954	hartree